(1)
# F2HNO5RbS2

A molecular structure, F2HNO5RbS2 (wB97M-V/def2-TZVPD, OMol25).

Structure (ORCA input):
```
! wB97M-V def2-TZVPD RIJCOSX def2/J DEFGRID3
* xyz -1 1
Rb 0.79 1.56 1.56
N -0.71 -0.56 0.20
S -2.06 -0.28 -0.60
O -2.97 -1.38 -0.64
O -1.95 0.53 -1.77
F -2.74 0.74 0.46
S 0.34 -1.05 -0.98
O 1.26 -0.03 -1.34
O -0.20 -1.90 -1.97
F 1.17 -1.99 -0.02
O 3.35 1.73 2.52
H 3.71 2.63 2.57
*
```

The value obtained for the HOMO-LUMO gap is 6.263 eV. As for the HOMO energy: -4.2 eV.



(2)
# C6H14O

2 unconnected molecules or ions with the total composition C6H14O (wB97M-V/def2-TZVPD, OMol25).

Structure (ORCA input):
```
! wB97M-V def2-TZVPD RIJCOSX def2/J DEFGRID3
* xyz 0 1
C -2.60 0.68 -1.19
O -2.10 1.14 0.07
C -2.08 0.24 1.02
C 0.82 -0.37 0.28
C 1.60 -0.97 1.45
C 1.06 -1.12 -1.03
C 1.09 1.13 0.12
H -3.06 -0.30 -1.06
H -1.75 0.61 -1.88
H -3.31 1.42 -1.56
H -0.25 -0.51 0.52
H -1.61 0.81 1.86
H 1.39 -0.42 2.37
H 2.68 -0.94 1.27
H 1.30 -2.02 1.61
H 0.49 -0.66 -1.85
H 0.74 -2.16 -0.95
H 2.12 -1.10 -1.32
H 0.40 1.59 -0.59
H 2.11 1.30 -0.23
H 0.97 1.66 1.08
*
```

The value obtained for the HOMO-LUMO gap is 9.492 eV. As for the HOMO energy: -8.7 eV.



(3)
# C2H10O4

4 unconnected molecules or ions with the total composition C2H10O4 (wB97M-V/def2-TZVPD, OMol25).

Structure (ORCA input):
```
! wB97M-V def2-TZVPD RIJCOSX def2/J DEFGRID3
* xyz 0 1
C -2.04 -1.32 -0.52
C -0.64 -2.09 -0.45
O 0.00 -2.19 0.59
H -2.89 -2.06 -0.53
H -1.86 -0.73 0.41
H -2.09 -0.76 -1.46
H -0.29 -2.43 -1.48
O 2.94 -0.58 0.34
H 2.23 -0.88 0.95
H 3.58 -1.08 0.79
O 0.88 1.85 0.01
H 1.77 1.52 -0.36
H 0.99 1.75 0.99
O -1.71 3.24 -0.10
H -1.06 2.62 0.03
H -1.18 3.99 -0.19
*
```

Its SMILES is CC=O.O.O.O. The value obtained for the HOMO-LUMO gap is 10.592 eV. As for the HOMO energy: -10.1 eV.



(4)
# C33H44N4SSbY

A molecular structure, C33H44N4SSbY (wB97M-V/def2-TZVPD, OMol25).

Structure (ORCA input):
```
! wB97M-V def2-TZVPD RIJCOSX def2/J DEFGRID3
* xyz 2 1
Y 0.24 1.85 0.92
C 0.48 2.46 4.49
C 0.00 3.76 3.83
N -0.59 3.58 2.48
C -2.06 3.72 2.49
C -2.64 3.41 1.12
N -2.20 2.09 0.60
C -3.04 0.95 1.06
C -2.63 0.36 2.42
C -1.65 -0.80 2.35
N -0.43 -0.48 1.56
C 0.78 -1.15 2.07
C 1.36 -0.34 3.21
N 1.68 1.04 2.78
C 1.81 1.94 3.96
H -0.30 1.69 4.42
H 0.59 2.66 5.55
H 0.85 4.44 3.74
H -0.73 4.25 4.48
H -0.22 4.33 1.90
H -2.35 4.74 2.77
H -2.47 3.07 3.26
H -2.30 4.16 0.40
H -3.73 3.47 1.18
H -2.29 2.12 -0.41
H -3.00 0.18 0.29
H -4.08 1.29 1.11
H -3.52 0.01 2.94
H -2.21 1.15 3.05
H -2.14 -1.68 1.92
H -1.35 -1.07 3.36
H -0.58 -0.79 0.61
H 1.50 -1.22 1.24
H 0.58 -2.18 2.39
H 2.24 -0.83 3.64
H 0.62 -0.27 4.01
H 2.60 1.01 2.34
H 2.45 2.77 3.68
H 2.33 1.39 4.76
C 0.66 4.74 -0.32
C 1.13 3.53 -0.87
C 2.21 3.08 -0.05
C 2.39 4.04 0.98
C 1.45 5.06 0.80
H -0.14 5.34 -0.74
H 0.82 3.08 -1.80
H 2.89 2.28 -0.31
H 3.17 4.01 1.73
H 1.37 5.96 1.39
S -0.03 0.52 -1.56
Sb 0.17 -1.63 -2.38
C 1.99 -1.86 -3.39
C 3.19 -1.41 -2.86
C 4.37 -1.62 -3.54
C 4.36 -2.29 -4.76
C 3.16 -2.73 -5.30
C 1.97 -2.52 -4.61
C 0.10 -3.04 -0.80
C -1.11 -3.29 -0.15
C -1.18 -4.22 0.86
C -0.04 -4.92 1.25
C 1.16 -4.68 0.60
C 1.23 -3.75 -0.42
C -1.34 -2.14 -3.72
C -1.83 -3.44 -3.73
C -2.78 -3.82 -4.67
C -3.23 -2.90 -5.60
C -2.75 -1.59 -5.59
C -1.80 -1.21 -4.66
H 3.20 -0.87 -1.91
H 5.31 -1.27 -3.13
H 5.28 -2.45 -5.30
H 3.15 -3.24 -6.25
H 1.04 -2.87 -5.04
H -2.01 -2.77 -0.47
H -2.13 -4.43 1.35
H -0.10 -5.66 2.03
H 2.05 -5.24 0.89
H 2.18 -3.59 -0.94
H -1.47 -4.17 -3.01
H -3.16 -4.83 -4.67
H -3.97 -3.19 -6.33
H -3.10 -0.88 -6.32
H -1.42 -0.20 -4.66
*
```

The value obtained for the HOMO-LUMO gap is 8.488 eV. As for the HOMO energy: -13.2 eV.



(5)
# C22H22IrN3O4

A molecular structure, C22H22IrN3O4 (wB97M-V/def2-TZVPD, OMol25).

Structure (ORCA input):
```
! wB97M-V def2-TZVPD RIJCOSX def2/J DEFGRID3
* xyz 2 1
Ir 0.18 0.97 -0.33
C -1.16 0.95 2.89
C -1.29 1.30 1.44
C -0.75 2.51 0.97
C -0.97 3.00 -0.35
C -0.56 4.40 -0.70
C -1.61 2.15 -1.27
C -2.04 0.85 -0.89
C -2.74 -0.03 -1.88
C -1.91 0.47 0.46
H -2.02 1.35 3.42
H -0.27 1.40 3.32
H -1.14 -0.12 3.05
H -0.22 3.17 1.65
H -1.37 5.08 -0.41
H -0.39 4.52 -1.76
H 0.33 4.70 -0.15
H -1.76 2.48 -2.28
H -3.81 0.17 -1.83
H -2.59 -1.08 -1.66
H -2.41 0.18 -2.90
H -2.27 -0.50 0.76
O -3.17 -5.95 0.44
C -2.00 -5.71 1.05
O -1.51 -6.51 1.80
C -1.31 -4.40 0.76
C -0.54 -3.86 1.79
C 0.18 -2.69 1.58
C 0.11 -2.07 0.34
C -0.65 -2.59 -0.69
C -1.36 -3.77 -0.48
N 0.89 -0.89 0.10
C 2.16 -0.97 0.31
C 2.95 0.25 0.14
C 4.33 0.31 0.19
C 4.96 1.51 -0.11
C 4.19 2.60 -0.47
C 2.81 2.48 -0.49
N 2.20 1.34 -0.17
H -3.46 -5.19 -0.08
H -0.49 -4.39 2.73
H 0.78 -2.27 2.38
H -0.64 -2.12 -1.67
H -1.91 -4.21 -1.30
H 2.62 -1.91 0.60
H 4.90 -0.58 0.44
H 6.04 1.58 -0.09
H 4.64 3.55 -0.73
H 2.17 3.31 -0.75
O 0.33 2.77 -3.17
N 0.74 1.68 -3.41
O 0.80 0.76 -2.58
*
```

The value obtained for the HOMO-LUMO gap (spin up / spin down) is 6.951 / 6.946 eV. As for the HOMO energy (spin up / spin down): -15.0 / -15.0 eV.



(6)
# C12H18B2F8K3O9

A molecular structure, C12H18B2F8K3O9 (wB97M-V/def2-TZVPD, OMol25).

Structure (ORCA input):
```
! wB97M-V def2-TZVPD RIJCOSX def2/J DEFGRID3
* xyz 1 1
K -3.44 0.57 1.18
K -0.01 2.27 -1.57
K 0.88 -2.66 -2.58
B -0.73 -0.33 0.30
F -1.67 -0.07 -0.66
F -1.31 -0.74 1.40
F 0.06 -1.36 -0.27
F -0.10 0.81 0.54
B -2.67 3.56 -0.31
F -2.75 2.60 -1.31
F -3.39 4.66 -0.71
F -3.14 3.12 0.89
F -1.38 3.94 -0.08
C -4.48 0.53 -2.89
C -4.48 -0.85 -3.49
C -5.02 -1.93 -2.57
O -5.81 -2.72 -3.41
C -5.94 -2.14 -4.62
O -6.61 -2.55 -5.54
O -5.32 -0.92 -4.68
H -4.03 0.71 -1.92
H -5.49 0.88 -2.71
H -3.87 1.23 -3.46
H -3.45 -0.96 -3.84
H -5.59 -1.57 -1.71
H -4.19 -2.57 -2.24
C 2.94 2.76 1.41
C 4.17 2.02 0.89
C 4.43 2.23 -0.60
O 5.75 2.77 -0.47
C 6.09 3.07 0.85
O 7.20 3.37 1.36
O 5.14 2.67 1.65
H 2.69 3.81 1.22
H 2.85 2.71 2.50
H 2.12 2.21 0.95
H 4.19 0.97 1.21
H 3.74 3.00 -0.95
H 4.51 1.39 -1.28
C 1.63 -1.29 3.47
C 1.59 -2.80 3.04
C 2.29 -3.16 1.75
O 3.02 -4.35 1.99
C 3.25 -4.38 3.25
O 3.90 -5.29 3.83
O 2.48 -3.54 3.98
H 1.39 -1.24 4.54
H 0.93 -0.74 2.85
H 2.66 -0.92 3.39
H 0.59 -3.24 2.99
H 2.83 -2.25 1.48
H 1.55 -3.27 0.96
*
```

The value obtained for the HOMO-LUMO gap is 7.667 eV. As for the HOMO energy: -12.6 eV.



(7)
# C6H7F

C6H7F in the gas phase (wB97M-V/def2-TZVPD, OMol25).

Structure (ORCA input):
```
! wB97M-V def2-TZVPD RIJCOSX def2/J DEFGRID3
* xyz 0 1
F 0.37 -1.12 -2.23
C 0.97 -1.10 -1.00
C 0.22 -0.30 -0.04
C -0.80 0.56 -0.36
C -1.17 1.42 0.75
C -0.52 1.00 1.84
C 0.51 -0.04 1.44
H 1.98 -0.67 -1.15
H 1.11 -2.13 -0.62
H -1.24 0.69 -1.33
H -1.92 2.17 0.74
H -0.50 1.36 2.88
H 0.41 -0.93 2.07
H 1.52 0.41 1.64
*
```

Its SMILES is FCC1=CC=CC1. The value obtained for the HOMO-LUMO gap is 9.415 eV. As for the HOMO energy: -8.4 eV.



(8)
# C2H4BrNO2

2 unconnected molecules or ions with the total composition C2H4BrNO2 (wB97M-V/def2-TZVPD, OMol25).

Structure (ORCA input):
```
! wB97M-V def2-TZVPD RIJCOSX def2/J DEFGRID3
* xyz 0 1
C -1.42 -0.11 -0.33
C -0.90 0.97 0.22
N -1.44 2.27 -0.16
O -1.00 3.24 0.46
O -2.27 2.41 -1.03
H -2.19 0.16 -1.01
H -1.16 -1.15 -0.32
H 0.03 1.17 0.77
Br 2.97 0.73 0.07
H 4.18 1.38 0.29
*
```

Its SMILES is C=C[N+](=O)[O-].Br. The value obtained for the HOMO-LUMO gap is 10.399 eV. As for the HOMO energy: -11.0 eV.



(9)
# C2H8NO2

2 unconnected molecules or ions with the total composition C2H8NO2 (wB97M-V/def2-TZVPD, OMol25).

Structure (ORCA input):
```
! wB97M-V def2-TZVPD RIJCOSX def2/J DEFGRID3
* xyz -1 1
C 0.73 -1.21 -0.26
N -0.48 -0.41 -0.04
C -0.42 0.93 -1.04
O 0.40 0.71 -2.03
H 1.09 -1.25 -1.36
H 0.65 -2.22 0.12
H 1.55 -0.72 0.24
H -1.28 -0.94 -0.38
H -0.10 1.61 -0.21
H -1.49 0.91 -1.31
H -0.35 0.26 1.56
H 0.13 1.56 2.27
O -0.41 0.78 2.44
*
```

The value obtained for the HOMO-LUMO gap is 7.580 eV. As for the HOMO energy: -3.1 eV.



(10)
# C19H18N4O2S5Zn

A molecular structure, C19H18N4O2S5Zn (wB97M-V/def2-TZVPD, OMol25).

Structure (ORCA input):
```
! wB97M-V def2-TZVPD RIJCOSX def2/J DEFGRID3
* xyz -1 2
Zn -2.07 -0.59 0.94
S -1.17 -0.39 3.51
C 0.17 -0.54 2.52
N 0.10 -0.51 1.21
C 1.32 -0.64 0.59
C 1.55 -0.61 -0.78
C 2.85 -0.76 -1.25
C 3.91 -0.93 -0.37
C 3.70 -0.95 1.00
C 2.41 -0.79 1.47
S 1.83 -0.76 3.11
H 0.71 -0.45 -1.45
H 3.03 -0.73 -2.32
H 4.92 -1.06 -0.76
H 4.52 -1.08 1.69
S -2.85 -0.35 -2.08
C -1.91 -1.29 -1.19
O -6.23 0.35 1.06
C -5.06 0.08 1.16
N -3.91 -0.19 1.26
C -1.94 4.11 1.02
S -1.43 2.45 1.56
O -1.80 1.58 0.40
C 0.35 2.70 1.40
C 0.94 2.53 0.16
C 2.32 2.60 0.06
C 3.09 2.84 1.19
C 2.49 2.99 2.43
C 1.11 2.92 2.54
H -1.58 4.28 0.01
H -1.54 4.85 1.72
H -3.03 4.11 1.04
H 0.32 2.30 -0.69
H 2.79 2.46 -0.90
H 4.17 2.87 1.10
H 3.10 3.15 3.31
H 0.62 3.00 3.51
S -2.11 -3.04 0.57
C -1.77 -2.80 -1.20
N -2.67 -3.51 -2.07
C -2.05 -3.63 -3.39
C -0.56 -3.32 -3.12
N -0.49 -3.30 -1.66
H -3.60 -3.12 -2.07
H -2.46 -2.92 -4.12
H -2.19 -4.64 -3.77
H -0.28 -2.37 -3.58
H 0.09 -4.10 -3.51
H 0.29 -2.79 -1.27
*
```

The value obtained for the HOMO-LUMO gap (spin up / spin down) is 6.908 / 6.698 eV. As for the HOMO energy (spin up / spin down): -4.6 / -4.9 eV. As for the expectation value of S²: 0.756.



(11)
# C10H14S4

C10H14S4 in the gas phase (wB97M-V/def2-TZVPD, OMol25).

Structure (ORCA input):
```
! wB97M-V def2-TZVPD RIJCOSX def2/J DEFGRID3
* xyz 0 1
C -1.12 1.75 -1.35
C 0.18 2.35 -0.98
C 0.45 2.22 0.34
S -0.78 1.35 1.24
C -1.67 1.12 -0.28
C -2.89 0.26 -0.35
S -2.66 -1.29 -1.36
C -0.90 -1.86 -1.19
C -0.71 -2.57 0.10
S 1.05 -3.04 0.33
C 1.62 -1.61 1.36
C 2.13 -0.44 0.57
S 2.46 1.03 1.65
C 1.81 2.54 0.85
H -1.53 1.72 -2.37
H 0.86 2.77 -1.73
H -3.17 -0.05 0.65
H -3.67 0.83 -0.81
H -0.28 -0.98 -1.15
H -0.61 -2.54 -2.00
H -1.01 -1.93 0.92
H -1.34 -3.42 0.14
H 2.44 -1.99 1.98
H 0.77 -1.32 2.00
H 1.38 -0.21 -0.22
H 3.00 -0.81 0.05
H 2.44 2.82 0.00
H 1.75 3.33 1.60
*
```

Its SMILES is c1cc2sc1CSCCSCCSC2. The value obtained for the HOMO-LUMO gap is 9.026 eV. As for the HOMO energy: -8.5 eV.



(12)
# CH5O2

2 unconnected molecules or ions with the total composition CH5O2 (wB97M-V/def2-TZVPD, OMol25).

Structure (ORCA input):
```
! wB97M-V def2-TZVPD RIJCOSX def2/J DEFGRID3
* xyz 0 2
C -0.65 0.20 2.27
H -0.75 -0.86 2.54
H -0.10 0.83 2.97
H -1.54 0.64 1.81
O 0.69 -0.03 0.55
H 0.58 0.90 0.80
O 0.69 -0.01 -1.08
H 0.01 -0.71 -1.01
*
```

The value obtained for the HOMO-LUMO gap (spin up / spin down) is 9.235 / 10.365 eV. As for the HOMO energy (spin up / spin down): -8.5 / -10.8 eV. As for the expectation value of S²: 0.779.



Number 1: total energy -1451.8275 Ha, M 282.6 Da. Number 2: total energy -312.1239 Ha, M 102.2 Da. Number 3: total energy -383.1117 Ha, M 98.1 Da. Number 4: total energy -2179.2785 Ha, M 739.5 Da. Number 5: total energy -1420.4735 Ha, M 584.7 Da. Number 6: total energy -3793.9976 Ha, M 597.2 Da. Number 7: total energy -332.6418 Ha, M 98.1 Da. Number 8: total energy -2857.7191 Ha, M 154.0 Da. Number 9: total energy -286.2135 Ha, M 78.1 Da. Number 10: total energy -4874.6851 Ha, M 560.1 Da. Number 11: total energy -1982.1625 Ha, M 262.5 Da. Number 12: total energy -191.3586 Ha, M 49.0 Da.